[1]
# C30H48F6O26P2

A 8-piece molecular cluster, C30H48F6O26P2 overall at a distorted geometry (wB97M-V/def2-TZVPD, the OMol25 dataset).

```
112
Properties=species:S:1:pos:R:3:forces:R:3
C 1.817 5.711 -1.002 0.1 -0.1 1.6
C 1.734 5.688 0.532 -1.1 -0.4 0.2
O 1.441 7.017 0.885 0.4 -0.3 0.3
C 1.795 7.829 -0.131 -0.5 0.0 -0.2
O 1.713 9.010 -0.128 0.3 0.2 0.2
O 2.160 7.088 -1.185 0.3 -0.5 -1.6
F 2.923 5.294 1.072 0.3 0.3 0.0
H 0.885 5.398 -1.470 -0.2 0.6 0.0
H 2.567 4.992 -1.322 0.4 0.5 -0.2
H 0.946 5.090 0.979 0.1 -0.2 -0.2
C 5.837 -3.598 -0.229 0.7 0.9 -0.6
C 4.840 -4.688 0.101 0.2 0.3 -0.1
O 4.811 -5.410 -1.101 0.2 -0.4 0.8
C 5.266 -4.635 -2.136 -1.7 -0.1 -0.1
O 5.091 -4.948 -3.263 0.7 0.2 -0.2
O 5.688 -3.461 -1.657 0.6 0.0 0.0
F 3.590 -4.171 0.332 -0.1 0.2 -0.1
H 6.882 -3.858 -0.049 -0.2 -0.4 0.2
H 5.717 -2.593 0.169 -0.6 -0.3 0.4
H 5.073 -5.300 0.969 0.2 -0.3 -0.2
C 2.387 -0.860 -5.150 0.2 1.2 -0.2
C 1.499 0.341 -5.446 0.3 0.4 -0.5
O 0.369 -0.230 -6.063 0.2 -0.1 0.0
C 0.302 -1.545 -5.686 -0.6 0.6 0.8
O -0.691 -2.186 -5.727 0.2 -0.3 -0.4
O 1.449 -1.913 -5.084 0.4 -0.6 0.1
F 2.143 1.184 -6.311 -0.2 -0.1 -0.1
H 2.987 -0.677 -4.261 -0.4 -0.6 0.4
H 3.089 -0.967 -5.979 -0.2 -0.3 -0.1
H 1.167 0.965 -4.616 0.1 -0.2 0.2
C -0.533 -4.068 1.741 1.0 0.0 -0.4
C 0.270 -5.349 1.500 -0.5 1.0 -0.4
O -0.744 -6.290 1.786 0.6 -0.4 0.0
C -1.487 -5.750 2.800 0.1 -0.1 1.2
O -2.257 -6.325 3.494 0.0 -0.3 -0.5
O -1.135 -4.463 2.980 -0.6 0.7 -0.5
F 1.284 -5.440 2.419 0.0 -0.2 0.3
H -1.296 -3.910 0.976 -0.1 -0.2 0.0
H 0.045 -3.148 1.772 0.1 -0.1 0.6
H 0.766 -5.481 0.543 -0.6 -0.3 -0.3
C -3.306 4.580 -1.241 -0.8 0.3 -1.2
C -3.151 3.232 -1.970 -0.5 2.1 0.7
O -2.231 2.621 -1.113 -0.6 -0.9 -1.0
C -1.437 3.590 -0.605 0.8 -0.3 0.8
O -0.391 3.360 -0.091 0.0 0.3 0.0
O -2.004 4.798 -0.711 -0.4 0.0 0.0
F -2.574 3.426 -3.200 0.2 -0.2 0.0
H -4.101 4.550 -0.493 0.4 -0.3 0.4
H -3.616 5.378 -1.917 0.5 0.0 -0.1
H -4.129 2.794 -2.149 0.4 -1.0 0.4
C 3.509 5.823 6.770 -1.0 0.2 2.6
C 4.505 4.984 6.070 0.0 -1.2 -1.3
O 3.899 4.855 4.780 0.5 0.5 0.4
C 2.552 5.072 4.906 0.3 -0.9 -0.4
O 1.779 4.869 4.030 -0.1 0.3 0.2
O 2.280 5.425 6.172 -0.2 1.0 -0.8
F 4.555 3.709 6.588 0.0 0.2 0.3
H 3.724 6.895 6.803 -0.2 0.0 -1.0
H 3.298 5.612 7.825 0.8 -0.4 -0.1
H 5.532 5.319 5.969 -0.1 0.3 0.0
C -6.653 -2.351 2.837 -1.3 -0.3 0.8
C -6.779 -3.064 1.512 0.6 0.4 -0.1
O -5.485 -3.242 0.890 -0.1 0.2 -0.2
P -4.934 -2.113 -0.112 0.7 -1.8 0.7
O -5.836 -1.772 -1.204 -0.2 0.4 -0.2
O -4.517 -0.933 0.843 0.3 0.1 -0.4
C -3.157 -0.603 1.196 0.2 0.1 0.1
C -3.174 0.826 1.717 0.3 -1.1 0.2
O -3.548 -2.819 -0.503 -0.5 0.5 1.0
C -3.402 -3.663 -1.639 -0.3 -0.2 -0.7
C -4.345 -4.847 -1.765 -0.9 -0.2 0.4
H -7.653 -2.390 3.297 -0.1 0.4 -0.3
H -6.111 -2.871 3.628 0.8 0.0 -0.5
H -6.373 -1.307 2.732 0.2 -0.1 0.1
H -7.221 -4.050 1.642 0.1 -0.1 -0.1
H -7.381 -2.475 0.817 -0.3 -0.1 0.1
H -2.772 -1.281 1.965 -0.4 0.0 0.2
H -2.473 -0.776 0.367 -0.2 0.3 -0.2
H -3.774 0.822 2.626 0.0 0.3 0.0
H -2.132 1.031 1.972 -0.1 0.5 0.0
H -3.585 1.518 0.990 0.1 0.1 0.0
H -3.537 -3.001 -2.496 0.2 -0.3 -0.2
H -2.380 -4.040 -1.595 0.1 0.3 -0.1
H -4.374 -5.178 -2.803 0.2 -0.1 0.0
H -4.145 -5.704 -1.119 0.5 0.1 0.0
H -5.382 -4.609 -1.510 0.1 0.4 -0.2
C 1.879 2.215 2.157 1.1 0.7 -1.1
C 1.119 1.073 1.529 -1.1 0.7 1.2
O 1.574 0.991 0.162 -0.1 -1.0 -0.6
P 0.863 -0.129 -0.726 -0.9 0.2 0.0
O 0.213 -1.183 0.058 0.0 -0.3 0.4
O -0.167 0.733 -1.588 1.2 0.4 -0.2
C -0.849 0.260 -2.749 0.9 -1.9 -0.7
C -1.851 -0.803 -2.353 -1.2 1.4 -0.9
O 1.913 -0.732 -1.757 -0.3 0.7 -0.7
C 3.141 -1.322 -1.302 0.0 0.5 1.4
C 4.264 -0.304 -1.421 0.8 -0.8 -0.4
H 1.582 2.700 3.082 -0.2 -0.9 0.4
H 2.942 1.960 2.119 0.0 0.0 0.6
H 1.853 3.085 1.495 -0.3 -0.3 -0.3
H 1.177 0.116 2.048 0.7 -0.1 -0.2
H 0.047 1.285 1.588 0.0 0.2 -0.6
H -1.222 1.062 -3.386 -0.4 0.4 0.8
H -0.145 -0.218 -3.442 0.4 0.0 0.4
H -1.440 -1.629 -1.788 0.1 0.1 0.1
H -2.634 -0.241 -1.832 0.0 -0.6 0.5
H -2.348 -1.148 -3.264 0.2 -0.3 0.0
H 2.978 -1.595 -0.253 0.2 0.2 0.1
H 3.347 -2.290 -1.753 -0.3 0.3 -0.8
H 4.660 -0.184 -2.433 -0.5 0.1 -0.2
H 4.000 0.671 -1.024 0.0 -0.1 0.2
H 5.146 -0.722 -0.926 -0.1 0.3 0.4
```
Forces are in eV/Å.

Computed properties:
HOMO energy, eV: -10.298
Gap between HOMO and LUMO, eV: 10.5
Structure (SMILES): O=C1OC[C@@H](F)O1.O=C1OC[C@@H](F)O1.O=C1OC[C@@H](F)O1.O=C1OC[C@@H](F)O1.O=C1OC[C@@H](F)O1.O=C1OC[C@@H](F)O1.CCOP(=O)(OCC)OCC.CCOP(=O)(OCC)OCC
LUMO level, eV: 0.2160

---

[2]
# C30H48N9Ta

C30H48N9Ta as an isolated structure at a distorted geometry (wB97M-V/def2-TZVPD, the OMol25 dataset).

```
88
Properties=species:S:1:pos:R:3:forces:R:3
Ta -0.441 0.152 0.505 0.9 0.0 -0.6
C -2.267 2.352 -1.663 0.0 0.0 0.1
N -0.972 2.483 -2.320 0.0 -0.1 -0.1
C -0.674 3.837 -2.818 0.0 0.0 0.0
C -0.127 1.462 -2.455 0.0 0.0 0.0
N -0.120 0.468 -1.463 0.0 0.0 0.0
C 0.072 -0.908 -1.857 -0.2 0.0 0.1
C -0.433 -1.408 -3.063 0.0 -0.1 0.0
C -0.248 -2.732 -3.394 0.0 0.0 0.0
C 0.380 -3.601 -2.496 0.0 0.0 0.0
C 0.795 -3.149 -1.263 0.0 0.0 0.0
C 0.676 -1.794 -0.937 -0.1 0.1 0.0
N 0.962 -1.266 0.375 -0.2 0.2 0.2
C 1.918 -1.814 1.241 0.1 0.0 0.1
N 1.685 -1.721 2.553 0.0 0.0 0.0
C 2.781 -1.645 3.537 0.0 0.0 0.0
C 0.359 -1.749 3.181 -0.1 0.0 0.0
N 3.031 -2.358 0.776 0.0 0.0 0.0
C 3.690 -1.963 -0.476 -0.1 -0.1 -0.1
C 3.731 -3.452 1.482 0.0 0.0 0.0
N 0.695 1.392 -3.486 0.0 0.0 0.0
C 1.928 0.601 -3.516 0.1 0.1 0.0
C 0.377 2.022 -4.786 0.0 -0.1 0.0
H -3.006 2.911 -2.238 0.0 0.0 0.0
H -2.241 2.781 -0.654 0.0 0.0 0.0
H -2.575 1.309 -1.652 0.0 0.0 0.0
H -0.948 4.541 -2.032 0.0 0.0 0.0
H -1.249 4.075 -3.711 0.0 0.0 0.0
H 0.387 3.938 -3.025 0.0 0.0 0.0
H -0.944 -0.744 -3.751 0.0 0.0 0.0
H -0.600 -3.104 -4.347 0.0 0.0 0.0
H 0.516 -4.642 -2.760 0.0 0.0 0.0
H 1.217 -3.844 -0.548 0.0 0.0 0.0
H 3.703 -1.337 3.052 0.0 0.0 0.0
H 2.930 -2.593 4.052 0.0 0.0 0.0
H 2.503 -0.896 4.277 0.0 0.0 0.0
H -0.424 -1.980 2.458 0.0 0.0 0.0
H 0.148 -0.805 3.683 0.0 0.0 0.0
H 0.342 -2.544 3.929 0.0 0.0 0.0
H 3.192 -1.115 -0.931 0.0 0.0 0.0
H 3.699 -2.799 -1.174 0.0 0.0 0.0
H 4.720 -1.692 -0.243 0.0 0.0 0.0
H 3.073 -3.915 2.211 0.0 0.0 0.0
H 4.643 -3.100 1.961 0.0 0.0 0.0
H 3.999 -4.194 0.731 0.0 0.0 0.0
H 2.190 0.257 -2.522 0.0 0.0 0.0
H 2.728 1.232 -3.901 0.0 0.0 0.0
H 1.809 -0.258 -4.178 0.0 0.0 0.0
H -0.681 2.254 -4.844 0.0 0.0 0.0
H 0.621 1.297 -5.561 0.0 0.0 0.0
H 0.972 2.919 -4.951 0.0 0.0 0.0
C 2.797 1.234 0.368 0.0 0.0 0.0
N 1.442 1.678 0.776 -0.1 0.0 0.1
C 1.176 2.951 0.043 0.0 0.0 0.0
C 1.518 2.028 2.223 0.0 0.0 0.0
C 0.131 2.203 2.743 0.1 0.0 -0.1
C -0.142 3.005 3.833 0.0 0.0 0.0
C -1.431 3.046 4.356 0.0 0.0 0.0
C -2.432 2.249 3.808 0.0 0.0 0.0
C -2.157 1.448 2.716 0.0 0.0 0.1
C -0.869 1.430 2.113 -0.3 -0.3 0.1
H 3.514 2.041 0.537 0.0 0.0 0.0
H 2.808 0.983 -0.688 0.0 0.0 0.0
H 3.109 0.377 0.959 0.0 0.0 0.0
H 1.899 3.707 0.356 0.0 0.0 0.0
H 0.174 3.317 0.260 0.0 0.0 0.0
H 1.306 2.793 -1.023 0.0 0.0 0.0
H 2.144 2.912 2.362 0.0 0.0 0.0
H 2.010 1.201 2.743 0.0 0.0 0.0
H 0.644 3.596 4.288 0.0 0.0 0.0
H -1.648 3.682 5.205 0.0 0.0 0.0
H -3.422 2.249 4.244 0.0 0.0 0.0
H -2.954 0.805 2.373 0.0 0.0 0.0
C -6.012 -0.221 0.140 0.0 0.0 0.0
C -4.640 -0.776 0.236 0.0 0.0 0.0
C -4.189 -2.095 0.252 0.0 0.0 0.0
C -2.819 -2.057 0.365 0.0 0.0 0.0
N -2.389 -0.745 0.420 0.1 0.1 0.0
N -3.553 -0.006 0.331 0.0 0.0 -0.1
C -1.931 -3.248 0.424 0.0 0.0 0.0
H -6.741 -0.980 0.413 0.0 0.0 0.0
H -6.220 0.088 -0.887 0.0 0.0 0.0
H -6.142 0.643 0.793 0.0 0.0 0.0
H -4.804 -2.979 0.207 0.0 0.0 0.0
H -3.543 0.998 0.421 0.0 0.0 0.0
H -2.393 -4.004 1.058 0.0 0.0 0.0
H -0.939 -3.037 0.816 0.0 0.0 0.0
H -1.822 -3.680 -0.572 0.0 0.0 0.0
```
Forces are in eV/Å.

Computed properties:
Charge: +4
HOMO energy, eV: -19.950
Gap between HOMO and LUMO, eV: 7.2
LUMO level, eV: -12.7767

---

[3]
# C30H48P2Pt

C30H48P2Pt as an isolated structure at a distorted geometry (wB97M-V/def2-TZVPD, the OMol25 dataset).

```
81
Properties=species:S:1:pos:R:3:forces:R:3
Pt 0.461 0.125 0.473 -1.6 -2.8 2.4
C -2.887 -0.189 1.358 0.7 0.4 0.0
C -3.514 -0.444 0.114 -0.5 -0.3 0.2
C -2.354 -2.326 0.736 0.2 0.4 -0.3
C -2.029 -1.294 1.661 -1.2 0.0 0.7
C -3.186 -1.772 -0.271 -0.2 0.2 0.6
C -3.139 0.969 2.258 -0.1 0.0 0.2
H -3.240 1.910 1.702 -0.1 -0.3 0.2
H -2.362 1.097 3.030 -0.3 -0.1 -0.4
H -4.091 0.780 2.782 0.2 0.2 -0.1
C -1.503 -1.506 3.014 0.5 -0.1 0.6
H -1.034 -0.592 3.404 -0.2 -0.3 0.1
H -0.759 -2.302 3.060 -0.2 0.2 0.1
H -2.361 -1.796 3.655 0.3 0.2 -0.1
C -2.126 -3.762 0.942 -0.3 -0.6 0.3
H -3.090 -4.269 0.801 0.2 -0.1 0.0
H -1.790 -3.983 1.963 0.0 0.1 -0.4
H -1.424 -4.203 0.226 -0.1 0.0 0.1
C -3.865 -2.544 -1.316 0.1 -0.1 -0.7
H -4.776 -3.024 -0.930 0.1 0.1 0.0
H -3.219 -3.334 -1.705 -0.1 0.0 0.0
H -4.151 -1.889 -2.141 -0.1 -0.2 0.0
C -4.567 0.397 -0.494 -0.1 0.4 -0.5
H -5.554 0.174 -0.044 0.4 0.1 -0.1
H -4.644 0.204 -1.573 -0.1 0.1 0.3
H -4.381 1.477 -0.360 -0.1 -0.5 0.1
C 2.490 3.190 -0.361 1.3 1.1 -0.3
C 1.175 3.782 -0.067 0.0 1.6 0.0
C 0.379 4.546 -1.090 -0.4 0.6 0.4
C 0.016 3.679 -2.305 -0.2 0.2 -0.7
C 0.187 2.211 -2.023 -0.6 1.2 -0.9
C 1.449 1.582 -2.256 0.4 -0.6 -2.5
C 2.656 2.358 -2.718 0.1 -0.7 -0.9
C 3.166 3.386 -1.708 0.3 0.4 0.2
H 0.882 5.476 -1.406 -0.1 -0.4 0.2
H 0.659 3.976 -3.142 -0.3 -0.1 0.0
H -0.556 4.856 -0.611 0.2 0.1 0.1
H 3.043 4.410 -2.103 -0.1 -0.4 0.4
H 3.183 3.110 0.485 -0.4 0.0 -0.4
H 1.029 4.036 0.979 -0.1 0.2 -0.3
H 4.247 3.243 -1.559 -0.3 0.1 -0.1
H 3.450 1.620 -2.910 -0.2 0.3 -0.1
H 1.383 0.588 -2.709 0.2 0.4 0.4
H 2.424 2.823 -3.686 0.2 0.0 0.2
H -1.024 3.858 -2.609 0.3 0.2 0.0
H -0.711 1.578 -2.037 0.6 0.4 -0.2
P 1.150 1.925 -0.392 0.3 1.2 0.1
P 0.723 -1.357 -1.336 -0.5 0.4 1.2
C 2.773 0.372 -0.442 1.9 0.0 0.1
C 2.568 -0.860 -1.295 -0.9 -0.4 -0.7
H 3.036 0.232 0.613 0.2 -0.4 -0.7
H 3.494 1.066 -0.887 -0.2 -0.4 0.1
H 2.859 -0.734 -2.342 0.4 0.0 0.3
H 3.106 -1.707 -0.856 -0.2 -0.1 -0.1
C 0.665 -3.172 -1.401 0.3 -0.1 0.2
H -0.383 -3.480 -1.341 0.3 0.0 -0.1
H 1.225 -3.630 -0.582 0.0 0.1 -0.3
H 1.092 -3.488 -2.364 -0.2 0.1 0.2
C -0.451 -1.039 -2.733 0.2 0.1 -0.3
H 0.080 -0.899 -3.691 -0.4 -0.1 0.3
H -1.121 -0.188 -2.537 0.5 -0.3 -0.1
H -1.102 -1.929 -2.780 0.4 0.3 -0.1
C 1.317 1.789 1.732 0.4 -0.5 1.1
H 0.716 2.569 2.260 0.7 -0.8 -0.6
H 2.417 1.940 1.711 -1.0 -0.2 0.5
H 1.150 0.816 2.243 0.3 0.7 1.0
C -0.923 2.056 0.296 -1.9 -1.1 -0.2
H -1.665 1.241 0.303 0.2 0.3 0.3
H -1.324 2.684 -0.507 0.6 -0.1 0.3
H -0.907 2.627 1.233 0.1 -0.6 -0.3
C 2.982 -3.497 2.899 0.0 -0.1 -0.1
C 1.791 -3.810 2.247 -0.4 0.4 0.1
C 1.042 -2.787 1.634 0.3 -0.7 0.3
C 1.453 -1.468 1.684 -0.4 0.8 -0.9
C 2.589 -1.157 2.411 0.6 -0.5 0.0
C 3.393 -2.169 2.960 -0.5 0.4 0.1
H 3.576 -4.278 3.379 -0.2 0.3 -0.2
H 1.422 -4.836 2.245 0.1 0.2 -0.1
H 0.109 -3.021 1.138 0.3 -0.1 0.0
H 2.891 -0.127 2.531 0.3 0.0 0.1
H 4.319 -1.896 3.457 -0.1 -0.1 0.0
```
Forces are in eV/Å.

Computed properties:
Charge: +2
HOMO energy (alpha / beta), eV: -11.831 / -13.161
2S+1: 5
Gap between HOMO and LUMO (alpha / beta), eV: 5.6 / 4.9
LUMO level (alpha / beta), eV: -6.2307 / -8.2695

---

no.,DFT total energy (eV)
1,-120011.609
2,-46814.268
3,-53685.869